# C41H52HfN8O2Si4Te

A structure of composition C41H52HfN8O2Si4Te (ωB97M-V/def2-TZVPD, the OMol25 dataset).

- lowest unoccupied orbital energy (eV) = -6.255
- net charge = +2
- DFT total energy (a.u.) = -3655.95277
- relative energy (zero: lowest compared OMol25 entry of this formula, charge and spin) (kcal/mol) = 12.7

Last column: Löwdin charge in e.
Geometry (Å):
1 Hf 1.29 0.67 0.22  1.304
2 O 7.46 -1.26 -2.16  0.102
3 C 6.69 -0.38 -1.82  -0.580
4 O 6.85 0.73 -1.17  0.002
5 C 5.19 -0.60 -1.94  -0.043
6 C 4.59 -1.55 -1.14  0.083
7 C 3.29 -1.37 -0.75  -0.177
8 N 2.55 -0.35 -1.24  0.002
9 C 3.07 0.45 -2.20  -0.203
10 C 4.38 0.34 -2.57  0.073
11 C 2.16 1.52 -2.67  -0.226
12 C 2.32 2.18 -3.86  0.030
13 C 1.45 3.22 -4.17  0.000
14 C 0.44 3.54 -3.28  -0.012
15 C 0.32 2.80 -2.12  -0.153
16 N 1.17 1.81 -1.81  -0.083
17 C 2.59 -2.19 0.26  -0.214
18 C 2.94 -3.49 0.54  0.034
19 C 2.18 -4.20 1.46  0.004
20 C 1.10 -3.58 2.06  -0.014
21 C 0.82 -2.27 1.73  -0.137
22 N 1.55 -1.58 0.85  -0.044
23 H 5.19 -2.35 -0.72  0.150
24 H 4.82 1.07 -3.25  0.149
25 H 3.10 1.88 -4.55  0.134
26 H 1.56 3.76 -5.10  0.132
27 H -0.26 4.34 -3.49  0.129
28 H -0.48 2.98 -1.41  0.097
29 H 3.78 -3.95 0.03  0.135
30 H 2.43 -5.23 1.70  0.133
31 H 0.47 -4.11 2.77  0.128
32 H -0.02 -1.75 2.17  0.088
33 C 2.26 3.65 1.61  -0.094
34 N 2.39 3.11 0.25  -0.077
35 C 3.80 2.80 -0.09  -0.085
36 C 4.18 1.55 0.61  -0.326
37 N 3.31 0.86 1.37  0.036
38 C 4.11 -0.11 2.01  -0.222
39 C 3.79 -1.06 2.99  -0.032
40 C 4.80 -1.91 3.40  -0.062
41 C 6.10 -1.82 2.87  -0.049
42 C 6.43 -0.86 1.93  0.023
43 C 5.41 -0.01 1.53  -0.173
44 N 5.42 1.08 0.65  0.205
45 C 1.02 3.14 2.24  -0.302
46 N 0.48 1.97 1.95  0.013
47 C -0.60 1.81 2.86  -0.205
48 C -1.48 0.75 3.08  -0.059
49 C -2.39 0.88 4.11  -0.062
50 C -2.45 2.03 4.91  -0.048
51 C -1.58 3.08 4.70  0.010
52 C -0.66 2.93 3.67  -0.164
53 N 0.38 3.75 3.23  0.200
54 H 3.10 3.32 2.21  0.139
55 H 2.27 4.74 1.62  0.144
56 H 2.07 3.80 -0.40  0.119
57 H 3.89 2.69 -1.17  0.120
58 H 4.49 3.60 0.20  0.150
59 H 2.80 -1.12 3.42  0.110
60 H 4.59 -2.65 4.17  0.114
61 H 6.87 -2.51 3.22  0.117
62 H 7.44 -0.76 1.53  0.135
63 H 6.12 1.13 -0.17  0.037
64 H -1.47 -0.12 2.45  0.025
65 H -3.09 0.07 4.30  0.113
66 H -3.19 2.10 5.70  0.121
67 H -1.61 3.98 5.32  0.126
68 H 0.62 4.65 3.61  0.183
69 C -5.43 -3.48 -0.06  -0.202
70 Si -3.78 -2.74 0.33  0.285
71 C -2.40 -3.94 -0.01  -0.212
72 C -3.72 -2.25 2.12  -0.208
73 Si -3.51 -0.86 -1.02  0.212
74 Te -1.08 -0.13 -0.59  0.674
75 Si -3.35 -1.30 -3.30  0.278
76 C -2.14 -2.69 -3.55  -0.215
77 C -2.75 0.22 -4.17  -0.216
78 C -5.05 -1.77 -3.87  -0.203
79 Si -4.77 1.03 -0.51  0.287
80 C -6.55 0.55 -0.77  -0.203
81 C -4.29 2.41 -1.67  -0.212
82 C -4.51 1.60 1.23  -0.211
83 H -5.58 -4.39 0.55  0.048
84 H -5.50 -3.76 -1.12  0.030
85 H -6.24 -2.78 0.17  0.035
86 H -2.39 -4.73 0.75  0.045
87 H -1.42 -3.43 -0.01  0.002
88 H -2.53 -4.41 -0.99  0.030
89 H -3.92 -3.13 2.75  0.051
90 H -4.48 -1.48 2.35  0.030
91 H -2.74 -1.85 2.40  0.005
92 H -1.20 -2.49 -3.03  0.017
93 H -1.93 -2.81 -4.62  0.045
94 H -2.55 -3.64 -3.17  0.029
95 H -1.82 0.60 -3.71  0.002
96 H -3.50 1.02 -4.14  0.023
97 H -2.54 -0.01 -5.22  0.046
98 H -5.43 -2.65 -3.33  0.030
99 H -5.03 -2.02 -4.94  0.048
100 H -5.76 -0.95 -3.73  0.030
101 H -6.73 0.17 -1.78  0.028
102 H -7.20 1.42 -0.61  0.048
103 H -6.85 -0.24 -0.06  0.034
104 H -4.71 2.25 -2.67  0.032
105 H -3.20 2.48 -1.76  0.009
106 H -4.67 3.36 -1.29  0.044
107 H -4.77 0.81 1.96  0.025
108 H -5.15 2.47 1.43  0.050
109 H -3.46 1.89 1.40  0.018

# C34H31N2O7RuS3Si

A structure of composition C34H31N2O7RuS3Si (ωB97M-V/def2-TZVPD, the OMol25 dataset).

- lowest unoccupied orbital energy (alpha / beta) (eV) = 3.925 / 2.415
- net charge = -2
- spin multiplicity = 6
- DFT total energy (a.u.) = -3529.24283
- relative energy (zero: lowest compared OMol25 entry of this formula, charge and spin) (kcal/mol) = 34.7

Last column: Löwdin charge in e.
Geometry (Å):
1 Ru 0.74 -1.24 -0.11  1.449
2 O 3.26 -1.81 -3.29  0.018
3 C 2.43 -1.42 -2.50  -0.639
4 O 2.44 -1.67 -1.23  -0.329
5 C 1.24 -0.55 -2.91  -0.254
6 C 1.32 0.16 -4.10  -0.045
7 C 0.30 1.10 -4.34  -0.141
8 C -0.81 1.07 -3.49  -0.132
9 C -0.78 0.32 -2.34  -0.192
10 N 0.27 -0.42 -2.02  -0.071
11 H 2.14 0.01 -4.77  0.095
12 H 0.43 1.85 -5.12  0.068
13 H -1.71 1.66 -3.67  0.079
14 H -1.57 0.33 -1.57  0.108
15 S -0.91 -0.80 3.98  0.952
16 C -2.25 -0.44 2.88  -0.423
17 C -1.95 -0.58 1.58  -0.199
18 C -0.59 -1.04 1.35  -0.368
19 C 0.03 -1.20 2.60  -0.526
20 C 1.26 -1.95 2.60  -0.301
21 C 1.98 -2.37 3.76  -0.071
22 C 2.95 -3.31 3.65  -0.138
23 C 3.34 -3.76 2.35  -0.123
24 C 2.72 -3.19 1.26  -0.160
25 N 1.75 -2.25 1.33  -0.104
26 H -3.18 -0.17 3.32  0.035
27 H -2.59 -0.39 0.72  0.106
28 H 1.69 -1.96 4.73  0.089
29 H 3.52 -3.70 4.48  0.073
30 H 4.09 -4.55 2.22  0.079
31 H 3.01 -3.52 0.22  0.124
32 O 5.55 5.98 3.35  0.137
33 C 6.07 5.06 2.55  -0.503
34 O 7.18 5.20 2.08  0.074
35 C 5.27 3.86 2.16  -0.126
36 C 5.95 2.90 1.35  -0.015
37 C 5.31 1.73 0.91  -0.097
38 C 3.92 1.58 1.05  -0.658
39 S 3.04 0.52 0.10  0.977
40 C 3.24 2.52 1.90  -0.066
41 C 3.91 3.59 2.43  -0.034
42 H 4.63 5.85 3.55  0.094
43 H 6.99 3.04 1.02  0.119
44 H 5.84 0.98 0.30  0.111
45 H 2.15 2.46 2.02  0.090
46 H 3.31 4.28 3.05  0.114
47 C -6.01 4.02 -1.36  -0.070
48 C -4.59 3.62 -0.94  -0.284
49 C -3.48 4.03 -1.66  -0.068
50 C -2.21 3.70 -1.20  -0.063
51 C -2.07 3.04 0.01  -0.243
52 C -3.18 2.65 0.79  -0.047
53 C -4.43 2.84 0.24  -0.049
54 S -0.42 2.52 0.47  0.424
55 O 0.59 3.26 -0.27  -0.337
56 O -0.30 2.56 1.92  -0.344
57 O -0.51 1.12 0.04  -0.432
58 H -6.32 3.61 -2.33  0.070
59 H -6.11 5.09 -1.40  0.061
60 H -6.71 3.63 -0.60  0.066
61 H -3.58 4.66 -2.57  0.118
62 H -1.30 4.03 -1.73  0.118
63 H -3.05 2.14 1.73  0.100
64 H -5.36 2.55 0.71  0.097
65 C -1.21 -5.76 -2.24  -0.199
66 Si -2.40 -4.65 -1.30  0.391
67 C -3.27 -5.62 0.05  -0.191
68 C -3.66 -4.02 -2.48  -0.199
69 C -1.45 -3.27 -0.63  -0.135
70 C -0.71 -2.41 -0.21  -0.279
71 H -1.77 -6.59 -2.62  0.004
72 H -0.41 -6.19 -1.59  0.035
73 H -0.74 -5.22 -3.08  0.036
74 H -3.19 -6.71 -0.04  0.018
75 H -4.32 -5.34 -0.03  0.011
76 H -2.92 -5.37 1.07  0.034
77 H -4.22 -4.88 -2.86  0.022
78 H -3.28 -3.47 -3.30  0.012
79 H -4.36 -3.33 -1.96  0.044

# C3H5AgLiO4

A structure of composition C3H5AgLiO4 (ωB97M-V/def2-TZVPD, the OMol25 dataset).

- lowest unoccupied orbital energy (alpha / beta) (eV) = -2.550 / -2.550
- spin multiplicity = 2
- DFT total energy (a.u.) = -572.69249
- relative energy (zero: lowest compared OMol25 entry of this formula, charge and spin) (kcal/mol) = 0.0

Last column: natural (NBO) charge in e.
Geometry (Å):
1 O -0.66 0.39 -1.44  -0.924
2 C -0.99 -0.79 -1.10  0.983
3 O -1.55 -1.55 -1.92  -0.790
4 O -0.48 -1.36 -0.02  -0.512
5 Ag -2.23 0.05 -3.64  0.912
6 C 0.61 -0.70 0.69  -0.072
7 C 0.08 0.29 1.71  -0.641
8 H 1.30 -0.32 -0.11  0.198
9 H 1.15 -1.51 1.19  0.200
10 H -0.51 1.09 1.24  0.201
11 H -0.55 -0.22 2.44  0.214
12 H 0.92 0.74 2.25  0.244
13 O 2.27 2.20 -0.33  -0.937
14 Li 0.64 1.70 -0.96  0.925

# C3H7O2S

A cluster of 2 separate species, C3H7O2S in total (ωB97M-V/def2-TZVPD, the OMol25 dataset).

- lowest unoccupied orbital energy (eV) = 3.167
- net charge = -1
- DFT total energy (a.u.) = -667.19466
- relative energy (zero: lowest compared OMol25 entry of this formula, charge and spin) (kcal/mol) = 30.5

Last column: natural (NBO) charge in e.
Geometry (Å):
1 C -0.55 -0.60 1.32  -0.653
2 S -0.84 -2.24 0.30  0.033
3 C -0.67 -1.61 -1.43  -0.707
4 H -1.05 -0.85 2.23  0.189
5 H -1.11 0.20 0.71  0.262
6 H 0.50 -0.44 1.54  0.218
7 H -0.34 -2.36 -1.99  0.192
8 H -1.72 -1.41 -1.78  0.198
9 H -0.02 -0.74 -1.54  0.258
10 O 2.03 3.62 -0.02  -0.777
11 C 1.43 2.52 0.14  0.625
12 O 0.41 1.94 -0.43  -0.821
13 H 1.93 1.96 0.95  -0.018

| no. | largest force on an atom (eV Å⁻¹) |
| --- | --- |
| 1 | 2.18 |
| 2 | 4.46 |
| 3 | 2.78 |
| 4 | 4.40 |